1.
Computed, not measured: a 4-piece molecular cluster, C41H65FO12S3 overall in a non-equilibrium geometry, with wB97M-V/def2-TZVPD.

```
122
Properties=species:S:1:pos:R:3:forces:R:3
C 4.4514 1.7358 0.4934 0.4646 -0.4362 0.0631
C 5.1859 1.2535 1.8023 0.0821 -0.2069 0.1863
C 4.2253 0.8588 2.9950 -0.1860 -0.5996 -0.8083
C 2.9797 1.8033 3.1859 0.7738 0.3175 0.4194
C 3.3100 3.3526 3.1916 -0.9547 0.1545 0.3120
C 2.0303 4.1032 2.6114 1.5033 0.2576 0.2685
C 2.1623 5.6772 2.6220 -0.6343 -0.4026 0.3639
C 0.6949 6.3086 2.5478 0.8583 0.6560 0.6862
C 0.6212 7.6344 1.6734 -0.0806 -1.3956 -0.8839
C -0.1107 7.2579 0.3196 0.4215 0.4066 0.0778
C -1.6690 7.4981 0.3214 0.7848 -0.4923 -0.9463
C -2.4339 6.4750 -0.6406 -0.5747 -0.2106 1.0360
C -2.2017 4.9877 -0.1880 0.0845 -0.5901 0.1122
C -3.0625 4.5205 0.9165 1.6107 -1.8106 -0.7115
C -2.9336 3.1684 1.4756 1.5417 1.7264 -2.4464
C -1.9120 2.2767 0.9022 -0.1002 0.8062 -0.1151
C -1.7513 0.8353 1.5006 -0.0475 -0.7401 -0.1772
C -2.1126 -0.3129 0.4416 -0.3426 0.9671 0.5050
C -2.6366 0.5620 2.7711 0.1230 -0.1902 0.5210
C -2.0828 1.2132 4.1117 -0.2047 -0.6873 0.2209
C -1.0620 2.7311 -0.2234 -0.8383 1.2389 0.0836
C -1.1884 4.1023 -0.8108 -1.6097 -0.7558 2.0231
C -0.3002 4.5754 -2.0143 -0.1436 -1.4265 0.7170
O -0.0922 5.7456 -2.2504 -0.2932 -0.7137 -0.1087
C 0.3346 3.4430 -2.8617 0.7439 -1.1895 -1.3469
C 0.7923 3.6859 -4.2328 0.6448 -1.7883 0.5098
C 0.7113 5.0448 -4.9932 -0.3107 -1.5438 -0.0788
C -0.6340 5.2133 -5.8130 1.3103 0.9304 -0.2159
O -0.6192 5.9950 -6.7079 -0.8228 -0.5151 0.3053
F -1.7624 4.4705 -5.5508 1.4836 0.5307 0.2418
C 1.3852 2.5516 -4.9715 -0.5423 -0.2795 1.6774
C 1.5703 1.2205 -4.3952 -1.1773 1.8446 1.4223
C 1.1359 0.9840 -3.0122 0.0214 2.0001 -1.6466
C 0.5154 2.1011 -2.3060 -0.2411 0.1759 -0.2092
C 0.0313 1.8265 -0.8391 0.5742 0.2208 -0.5526
O 0.5909 0.9159 -0.2555 -0.6980 0.6893 -0.0305
H 4.0226 0.8343 -0.0284 0.2261 0.9646 0.4818
H 5.2080 2.1916 -0.1971 -0.7147 -0.3350 0.5104
H 3.6334 2.4775 0.6712 0.7302 -0.6442 -0.0951
H 5.7823 0.3319 1.5273 -0.5490 0.9663 0.3269
H 5.9519 1.9922 2.1804 -0.9049 -0.4843 -0.5553
H 4.8527 0.7308 3.9196 -0.7276 0.3371 -0.7064
H 3.8214 -0.1715 2.7523 0.3573 1.0037 0.3688
H 2.5134 1.5475 4.1807 0.2286 0.2094 -1.0772
H 2.2189 1.6262 2.3785 0.7318 -0.0708 0.6987
H 4.2349 3.6308 2.6231 -0.8275 -0.3775 0.3402
H 3.4650 3.7056 4.2544 -0.0546 -0.3538 -1.0481
H 1.1678 3.7829 3.2607 0.5866 0.3190 -0.8829
H 1.9216 3.7556 1.5464 -0.3865 0.2247 0.9908
H 2.6563 5.9699 3.5931 -0.4280 -0.1211 -0.9851
H 2.8204 6.0496 1.7826 -0.7172 -0.4987 0.7732
H 0.0297 5.4823 2.1779 0.2506 1.0464 0.2195
H 0.4001 6.5826 3.5954 0.0869 -0.5654 -0.8058
H 1.6860 7.8931 1.4024 -1.1562 0.1439 0.4739
H 0.0995 8.4890 2.1740 0.5949 -0.7152 -0.2904
H 0.3527 7.8695 -0.4992 -0.5280 -0.6917 0.5017
H 0.1279 6.1741 0.1219 -0.2577 1.2332 0.0974
H -2.0504 7.3831 1.3690 0.1102 0.2463 -0.9189
H -1.8339 8.5346 -0.0978 -0.1409 -1.0032 0.8386
H -2.2127 6.6524 -1.7205 0.0140 -0.2098 1.0345
H -3.5363 6.6689 -0.4755 1.0734 -0.1846 -0.3505
H -3.8414 5.1988 1.3503 0.9103 -0.5872 -0.6028
H -3.6236 2.8986 2.3023 0.8580 -0.0377 -0.7616
H -0.6756 0.6609 1.8018 -1.1024 0.4217 -0.3698
H -1.8895 -1.2962 0.9372 -0.1690 0.8569 -0.7681
H -1.5798 -0.1740 -0.5315 -0.4006 -0.3769 0.9602
H -3.2176 -0.2299 0.2490 0.9485 -0.2880 0.1200
H -2.6534 -0.5533 2.9557 0.0041 1.1454 -0.4247
H -3.7189 0.8418 2.6087 1.1556 -0.2188 0.0074
H -2.9334 1.6189 4.7323 1.0170 -0.0900 -0.6807
H -1.6280 0.3950 4.7466 -0.3630 0.9068 -0.7015
H -1.2739 1.9724 3.9398 -0.9594 -0.4779 0.1107
H 0.9343 5.9458 -4.3730 -0.6622 -0.8563 -0.4175
H 1.5120 5.0107 -5.7883 -1.0195 0.0953 0.7048
H 1.7128 2.7070 -6.0267 -0.3030 -0.0325 1.0191
H 2.0240 0.4111 -5.0086 -0.3451 0.7690 0.6250
H 1.2939 -0.0272 -2.5578 -0.3510 1.3201 -0.2353
C 3.6775 -2.9628 -7.5419 -0.1469 0.2393 0.0919
C 5.0076 -3.3813 -6.9433 -0.7055 -0.5459 -0.1467
O 5.8882 -2.2649 -6.7623 0.2329 0.4569 0.3555
S 5.5891 -1.2461 -5.5556 0.6047 0.0574 -0.5069
C 7.1077 -0.3486 -5.6348 0.1007 -0.0542 -0.1018
O 5.5471 -1.9794 -4.3254 -0.4114 0.0954 -0.1870
O 4.5277 -0.3613 -5.9472 -0.0216 -0.3215 0.3583
H 3.1169 -2.3280 -6.8546 0.0216 -0.0593 -0.0175
H 3.0639 -3.8373 -7.7661 0.1219 -0.0250 -0.0111
H 3.8316 -2.3900 -8.4583 0.0153 -0.1010 0.0083
H 4.8665 -3.9124 -5.9985 0.0968 0.1681 0.0521
H 5.5084 -4.0673 -7.6276 0.2633 0.2339 0.0920
H 7.9271 -1.0139 -5.3710 -0.0703 -0.0012 -0.0237
H 7.0422 0.4700 -4.9192 -0.1166 -0.0843 0.0050
H 7.2321 0.0474 -6.6409 -0.0472 -0.0422 0.0419
C -6.2806 -4.0259 4.9286 0.1223 0.2577 -0.0755
C -5.5165 -5.3361 4.9750 -0.4968 0.3312 0.6362
O -4.7205 -5.5330 3.7999 0.4680 0.0206 -0.2782
S -3.3697 -4.6713 3.6418 -0.1069 -0.5006 -0.6844
C -2.7018 -5.5489 2.2640 -0.0709 -0.1325 0.0690
O -2.5354 -4.8980 4.7848 -0.2897 0.3900 0.0455
O -3.7129 -3.3470 3.2038 0.1716 -0.1104 0.4553
H -5.6028 -3.1719 4.9555 -0.0269 -0.0519 0.0207
H -6.9567 -3.9439 5.7818 0.0134 -0.1199 -0.0342
H -6.8591 -3.9506 4.0058 -0.0220 -0.0602 0.0750
H -4.8945 -5.3998 5.8715 0.1288 0.0021 -0.1486
H -6.2262 -6.1638 5.0150 0.2333 -0.1074 -0.2413
H -2.4657 -6.5654 2.5701 -0.0450 0.0507 -0.0341
H -1.7959 -5.0308 1.9516 -0.0640 0.0757 0.1178
H -3.4294 -5.5426 1.4545 0.0131 0.0221 0.0664
C -1.6298 -12.3443 0.7537 -0.0869 -0.0050 0.2951
C -1.8422 -11.1133 -0.1075 0.7907 -0.4933 0.0641
O -3.1516 -10.5557 0.0693 -0.3761 0.4707 0.2764
S -3.4578 -9.7456 1.4223 -0.5373 -0.2589 -0.6267
C -5.0092 -9.0600 0.9302 -0.0120 0.0223 -0.1404
O -2.5005 -8.6846 1.5557 0.0847 -0.3421 0.1903
O -3.6974 -10.6810 2.4799 0.3297 0.3092 0.0214
H -1.6382 -12.0910 1.8145 0.0272 -0.0028 -0.0580
H -0.6690 -12.8107 0.5283 -0.0490 0.0586 -0.1032
H -2.4273 -13.0712 0.5885 0.0744 0.0213 -0.0693
H -1.0769 -10.3577 0.0870 -0.1715 0.0859 0.0610
H -1.7603 -11.3926 -1.1587 -0.3056 0.2086 0.0081
H -4.8468 -8.3690 0.1054 0.0181 -0.0603 0.0254
H -5.4208 -8.5307 1.7891 0.1307 -0.0450 0.0314
H -5.6761 -9.8690 0.6387 0.0771 0.0098 0.0234
```
Forces are in eV/Å.

Summary:
Max |F| ... 3.4 eV/Å
Gap between HOMO and LUMO ... 0.293 hartree
Calculated total energy ... -103360.62284 eV
SMILES ... CCCCCCCCCCCCc1ccc([C@H](C)CC)c2c1C(=O)c1c(CC(=O)F)cccc1C2=O.CCOS(C)(=O)=O.CCOS(C)(=O)=O.CCOS(C)(=O)=O

2.
Computed, not measured: a single C7H15N2PS molecule in a non-equilibrium geometry, with wB97M-V/def2-TZVPD.

```
26
Properties=species:S:1:pos:R:3:forces:R:3
C -1.3122 -0.3863 -1.6625 0.2786 -0.1982 -0.3497
C -2.2884 -0.0401 -0.8836 2.1505 0.3811 3.0208
C 0.1581 -0.4089 -1.2965 0.1131 -0.1022 -0.3585
C 0.4539 2.0890 -1.7288 0.0410 -0.1347 -0.1292
C 1.7990 -0.2894 0.5438 0.2588 -0.0685 0.0598
C -1.3655 -1.1929 3.5557 -0.0082 0.1124 0.1970
C 0.8706 0.6808 -2.1271 -0.0789 -0.0200 0.2022
N 0.4130 -0.3234 0.1238 -0.6374 0.4946 0.1284
N -0.8744 -1.1950 2.1919 -0.2742 0.4546 -0.4336
P -0.6870 0.2112 1.2737 -0.8811 -1.1133 -1.9110
S -0.1317 1.6863 2.4093 -0.4836 -0.0906 -0.4579
H -1.4718 -0.6508 -2.7081 -0.1123 0.0031 -0.0611
H -3.3436 0.0709 -0.9332 -0.4835 0.0757 -0.0407
H 0.5520 -1.3871 -1.6242 -0.0825 0.1611 -0.0198
H 0.6728 2.2770 -0.6807 0.0076 0.0860 0.1395
H -0.6152 2.2322 -1.8811 -0.0145 0.0663 0.0285
H 0.9908 2.8179 -2.3323 0.0069 0.1106 0.0068
H 2.2590 0.7002 0.4374 -0.0503 -0.0727 -0.0183
H 1.8392 -0.5744 1.5941 0.1478 0.0095 0.0145
H 2.3774 -1.0149 -0.0305 0.0051 -0.0355 -0.0343
H -2.4514 -1.0852 3.6240 -0.0083 -0.0009 0.0295
H -1.0696 -2.1246 4.0402 -0.0162 0.0453 0.0118
H -0.8958 -0.3578 4.0744 -0.0913 -0.1022 0.0807
H 1.9509 0.5646 -2.0133 -0.0089 -0.0331 -0.0771
H 0.6269 0.5070 -3.1786 0.1213 -0.0614 -0.0059
H -1.2205 -1.9634 1.6302 0.1006 0.0332 -0.0226
```
Forces are in eV/Å.

Summary:
Max |F| ... 3.7 eV/Å
Gap between HOMO and LUMO (spin up / spin down) ... 0.285 / 0.285 hartree
Calculated total energy ... -30604.84289 eV
Energy above the lowest of the compared OMol25 structures with the same formula, charge and spin ... 52.4 kcal/mol